# 1
A structure of composition C13H19P2Yb at a distorted geometry, computed with ωB97M-V/def2-TZVPD.

Summary:
calculated total energy = -63892.2601 eV
spin multiplicity = 2
ΔE to the lowest compared entry with this formula, charge and spin = 0.0 kJ/mol
expectation value of S² = 0.751
charge = 0
Kohn-Sham gap (spin up / spin down) = 3.48 / 7.60 eV

Element x y z (Å)
C (-2.96, 3.27, -0.87)
C (-2.11, 3.00, -1.99)
C (-2.37, 1.67, -2.41)
C (-3.36, 1.11, -1.56)
C (-3.73, 2.09, -0.60)
Yb (-1.44, 1.61, -0.16)
P (-0.89, 2.78, 2.58)
H (-3.04, 4.22, -0.35)
H (-1.44, 3.71, -2.47)
H (-1.94, 1.18, -3.29)
H (-4.49, 1.99, 0.16)
H (-3.83, 0.13, -1.68)
H (-1.84, 2.69, 3.64)
H (-0.60, 4.15, 2.81)
H (0.21, 2.29, 3.36)
C (-0.98, -1.55, -0.64)
P (0.51, -0.54, -0.21)
C (0.39, -0.40, 1.62)
C (1.91, -1.67, -0.36)
C (1.97, -2.84, 0.43)
C (3.20, -3.46, 0.65)
C (4.35, -2.98, 0.03)
C (4.28, -1.88, -0.84)
C (3.07, -1.24, -1.05)
H (-1.93, -1.11, -0.27)
H (-0.90, -2.57, -0.22)
H (-1.04, -1.63, -1.74)
H (0.73, -1.34, 2.07)
H (1.09, 0.39, 1.94)
H (-0.62, -0.17, 2.01)
H (1.07, -3.24, 0.90)
H (3.25, -4.32, 1.33)
H (5.31, -3.45, 0.23)
H (5.18, -1.51, -1.33)
H (3.01, -0.38, -1.73)

Here are the Mulliken charges for atoms 1 to 5, given in e: -0.428, -0.543, -0.436, -0.515, -0.446

***

# 2
The molecule C13H20BN3O2 at a distorted geometry, computed with ωB97M-V/def2-TZVPD.

Summary:
calculated total energy = -23049.9595 eV
structure (SMILES) = CC1(C)OB(c2ccc(N=C(N)N)cc2)OC1(C)C
charge = 0
Kohn-Sham gap = 7.83 eV

Element x y z (Å)
C (-0.72, -1.03, 3.93)
C (0.32, -0.92, 2.79)
C (1.21, -2.18, 2.78)
O (-0.37, -0.83, 1.54)
B (0.35, 0.16, 0.84)
C (0.06, 0.42, -0.62)
C (0.13, 1.67, -1.20)
C (-0.18, 1.88, -2.53)
C (-0.63, 0.79, -3.32)
N (-1.32, 1.03, -4.49)
C (-1.67, 0.21, -5.49)
N (-0.94, -0.90, -5.72)
N (-2.71, 0.50, -6.30)
C (-0.69, -0.49, -2.73)
C (-0.36, -0.63, -1.38)
O (1.43, 0.79, 1.51)
C (1.15, 0.43, 2.89)
C (2.47, 0.29, 3.62)
C (0.32, 1.59, 3.49)
H (-1.53, -0.36, 3.75)
H (-0.27, -0.83, 4.90)
H (-1.17, -2.01, 3.90)
H (1.77, -2.27, 3.72)
H (0.58, -3.07, 2.69)
H (1.91, -2.19, 1.97)
H (0.51, 2.48, -0.55)
H (-0.07, 2.85, -2.92)
H (-0.06, -0.98, -5.23)
H (-0.97, -1.48, -6.57)
H (-2.90, 0.02, -7.16)
H (-3.12, 1.43, -6.34)
H (-0.99, -1.33, -3.31)
H (-0.53, -1.58, -0.88)
H (2.37, 0.06, 4.68)
H (3.02, 1.23, 3.64)
H (3.18, -0.46, 3.18)
H (0.83, 2.55, 3.32)
H (-0.68, 1.68, 3.06)
H (0.25, 1.48, 4.56)

Here are the Mulliken charges for atoms 1 to 5, given in e: -1.789, 1.538, -2.007, -0.567, 0.950

***

# 3
A structure of composition C13H20Cl5N3OPPd, computed with ωB97M-V/def2-TZVPD.

Summary:
calculated total energy = -95704.6373 eV
ΔE to the lowest compared entry with this formula, charge and spin = 5.4 kJ/mol
charge = -1
Kohn-Sham gap = 5.93 eV

Element x y z (Å)
Pd (-0.17, -2.26, 0.41)
Cl (2.81, -1.92, -1.19)
C (2.91, -1.95, 0.56)
C (1.74, -2.16, 1.29)
C (1.91, -2.13, 2.67)
Cl (0.50, -2.34, 3.69)
C (3.14, -1.94, 3.30)
Cl (3.28, -1.93, 5.03)
C (4.28, -1.75, 2.52)
Cl (5.82, -1.51, 3.27)
C (4.16, -1.75, 1.14)
Cl (5.58, -1.49, 0.16)
C (-3.25, 0.85, -1.44)
N (-2.35, 0.55, -0.35)
C (-2.98, -0.08, 0.80)
P (-0.73, 0.83, -0.36)
O (-0.02, 0.09, 0.71)
N (-0.45, 2.49, -0.13)
C (-1.56, 3.34, 0.27)
C (0.79, 2.82, 0.56)
N (-0.31, 0.59, -1.94)
C (-0.57, -0.71, -2.56)
C (0.87, 1.25, -2.49)
H (-4.04, 1.54, -1.12)
H (-3.73, -0.07, -1.80)
H (-2.70, 1.30, -2.26)
H (-3.72, 0.59, 1.26)
H (-2.22, -0.35, 1.54)
H (-3.48, -1.01, 0.49)
H (-2.45, 3.14, -0.32)
H (-1.28, 4.39, 0.11)
H (-1.81, 3.23, 1.34)
H (1.59, 2.16, 0.25)
H (0.69, 2.72, 1.65)
H (1.07, 3.85, 0.32)
H (-1.40, -1.21, -2.05)
H (0.29, -1.37, -2.47)
H (-0.82, -0.55, -3.61)
H (0.94, 2.27, -2.13)
H (0.77, 1.28, -3.58)
H (1.79, 0.71, -2.25)
C (-1.39, -3.51, -0.27)
H (-2.10, -4.13, 0.29)
H (-1.40, -3.89, -1.31)

Here are the Mulliken charges for atoms 1 to 5, given in e: -0.910, -0.227, 1.600, -1.750, 1.685

***

# 4
The ion C13H20F3N2O with charge +1 at a distorted geometry, computed with ωB97M-V/def2-TZVPD.

Summary:
calculated total energy = -26978.7486 eV
ΔE to the lowest compared entry with this formula, charge and spin = 0.0 kJ/mol
structure (SMILES) = C[C@@H](O)C[NH2+][C@@H](c1ccc(C(F)(F)F)cc1)N(C)C
charge = +1
Kohn-Sham gap = 9.31 eV

Element x y z (Å)
C (1.23, 3.69, -2.33)
C (1.44, 2.20, -2.24)
O (2.86, 1.97, -2.05)
C (0.69, 1.61, -1.06)
N (0.80, 0.10, -1.00)
C (0.93, -0.52, 0.30)
C (-0.40, -0.49, 1.05)
C (-1.05, -1.63, 1.53)
C (-2.39, -1.54, 1.92)
C (-3.01, -0.30, 1.94)
C (-4.47, -0.22, 2.26)
F (-4.81, 0.97, 2.84)
F (-5.24, -0.34, 1.12)
F (-4.88, -1.21, 3.11)
C (-2.31, 0.87, 1.66)
C (-0.98, 0.76, 1.27)
N (1.48, -1.83, 0.13)
C (2.90, -2.09, 0.31)
C (0.70, -2.87, -0.52)
H (0.17, 3.96, -2.32)
H (1.72, 4.20, -1.50)
H (1.62, 4.08, -3.27)
H (1.10, 1.71, -3.17)
H (3.12, 1.12, -2.45)
H (1.17, 1.93, -0.13)
H (-0.38, 1.84, -1.02)
H (0.01, -0.38, -1.46)
H (1.61, -0.20, -1.55)
H (1.67, 0.08, 0.85)
H (-0.53, -2.58, 1.64)
H (-2.93, -2.44, 2.21)
H (-2.80, 1.83, 1.74)
H (-0.38, 1.67, 1.16)
H (3.15, -3.02, -0.21)
H (3.54, -1.29, -0.10)
H (3.14, -2.19, 1.38)
H (1.30, -3.35, -1.31)
H (0.44, -3.63, 0.23)
H (-0.24, -2.48, -0.94)

Here are the Mulliken charges for atoms 1 to 5, given in e: -1.533, 0.194, -0.547, -0.796, -0.008

***

# 5
The molecule C13H20N4O3 at a distorted geometry, computed with ωB97M-V/def2-TZVPD.

Summary:
calculated total energy = -25907.4204 eV
ΔE to the lowest compared entry with this formula, charge and spin = 231.7 kJ/mol
structure (SMILES) = CCOC(=O)N1CCN(Cc2nc(C3CC3)no2)CC1
charge = 0
Kohn-Sham gap = 9.88 eV

Element x y z (Å)
C (5.33, 3.33, -0.20)
C (5.16, 1.90, 0.27)
O (3.98, 1.30, -0.26)
C (2.83, 1.60, 0.38)
O (2.78, 2.26, 1.40)
N (1.74, 1.11, -0.25)
C (1.79, 0.17, -1.35)
C (1.37, -1.22, -0.87)
N (0.03, -1.14, -0.30)
C (-0.50, -2.44, 0.03)
C (-1.95, -2.37, 0.36)
N (-2.83, -1.52, -0.06)
C (-3.99, -1.95, 0.54)
C (-5.27, -1.30, 0.36)
C (-5.58, -0.67, -0.98)
C (-5.29, 0.20, 0.19)
N (-3.80, -3.01, 1.28)
O (-2.47, -3.29, 1.17)
C (0.03, -0.23, 0.84)
C (0.45, 1.16, 0.38)
H (6.27, 3.73, 0.17)
H (4.52, 3.94, 0.18)
H (5.33, 3.37, -1.29)
H (5.12, 1.86, 1.36)
H (5.98, 1.26, -0.09)
H (2.80, 0.14, -1.76)
H (1.08, 0.51, -2.12)
H (1.34, -1.90, -1.72)
H (2.10, -1.59, -0.13)
H (0.01, -2.93, 0.88)
H (-0.39, -3.09, -0.85)
H (-6.07, -1.77, 0.91)
H (-4.82, -0.76, -1.74)
H (-6.59, -0.75, -1.34)
H (-4.34, 0.71, 0.21)
H (-6.10, 0.75, 0.65)
H (-0.98, -0.19, 1.25)
H (0.72, -0.58, 1.64)
H (0.51, 1.85, 1.23)
H (-0.28, 1.54, -0.34)

Here are the Mulliken charges for atoms 1 to 5, given in e: -1.116, -0.289, -0.376, 0.792, -0.651

***

# 6
The ion C13H20N5O5 with charge +1 at a distorted geometry, computed with ωB97M-V/def2-TZVPD.

Summary:
calculated total energy = -31487.0400 eV
structure (SMILES) = CNC(=O)[C@@H](Cc1c[nH]c[nH+]1)NC(=O)[C@@H](CC(=O)O)NC(C)=O
charge = +1
Kohn-Sham gap = 9.01 eV

Element x y z (Å)
C (-2.79, 3.91, 0.46)
N (-1.57, 3.14, 0.25)
C (-1.68, 1.81, 0.00)
O (-2.69, 1.26, -0.57)
C (-0.47, 0.95, 0.27)
C (-0.72, -0.51, -0.12)
C (-1.44, -1.49, 0.84)
C (-0.78, -2.55, 1.44)
N (-1.67, -3.11, 2.32)
C (-2.83, -2.39, 2.29)
N (-2.68, -1.45, 1.37)
N (0.89, 1.39, -0.11)
C (1.76, 2.05, 0.79)
O (1.41, 2.95, 1.55)
C (3.28, 1.79, 0.66)
C (3.58, 1.11, 2.01)
C (2.72, -0.16, 2.33)
O (2.06, -0.82, 1.52)
O (2.90, -0.57, 3.62)
N (3.67, 0.78, -0.47)
C (3.58, 1.22, -1.71)
C (4.45, 0.38, -2.53)
O (3.17, 2.27, -2.19)
H (-2.53, 4.82, 1.14)
H (-3.54, 3.18, 0.89)
H (-3.14, 4.28, -0.50)
H (-0.84, 3.57, 0.77)
H (-0.56, 0.85, 1.30)
H (0.22, -0.96, -0.34)
H (-1.15, -0.58, -1.13)
H (0.26, -2.78, 1.41)
H (-1.45, -3.97, 2.89)
H (-3.68, -2.51, 3.04)
H (-3.46, -0.99, 0.95)
H (1.34, 0.83, -0.76)
H (3.79, 2.71, 0.49)
H (3.43, 1.80, 2.81)
H (4.62, 0.79, 2.06)
H (3.35, 0.02, 4.25)
H (4.18, -0.11, -0.33)
H (5.31, 0.07, -2.09)
H (3.88, -0.62, -2.55)
H (4.67, 0.71, -3.51)

Here are the Mulliken charges for atoms 1 to 5, given in e: -0.839, -0.091, -0.094, -0.689, 0.488

***

Among the records above, which one has the lowest calculated total energy? C13H20Cl5N3OPPd

***

calculated total energy of number 1 (C13H19P2Yb)? -63892.2601 eV